(1)
This record from the OMol25 dataset describes a molecular structure, C21H73B2ClIN3O19S2. The level of theory is ωB97M-V with the def2-TZVPD basis set.

Cartesian coordinates (Å):
C -3.391217 -4.201909 -1.338286
C -2.068993 -4.276414 -0.316531
C -0.817768 -3.425279 -1.029548
C -0.254590 -2.224619 -0.059108
C 0.008362 -2.724766 1.516208
C 1.103111 -1.464758 -0.660601
O 1.792224 -2.210073 -1.708758
C 2.964488 -2.951692 -1.254991
Cl 3.498974 -3.994147 -2.742426
I 4.718783 -1.757293 -0.726177
C 2.725067 -4.023952 -0.044144
N 3.661046 -5.241447 -0.091529
C 0.811611 0.139446 -1.037434
C 2.149421 0.754837 -1.802780
B 0.816920 0.883685 0.469783
O -0.161784 0.555511 1.546837
O 1.787214 1.980092 0.822294
C 2.518033 1.434969 1.977083
N -0.489459 0.391944 -1.722139
C -0.856440 1.832978 -1.913841
C -2.151271 2.335759 -0.980356
C -1.802162 3.877774 -0.537901
S -2.960335 4.591101 0.749335
C -2.546464 3.868140 2.469052
S -3.657463 2.672444 3.024849
N -1.313323 4.324257 3.216642
C -1.312550 3.903870 4.669723
C -0.711736 2.359014 4.893351
C -1.019109 5.796216 3.029541
C 0.150997 5.876574 1.837246
B -0.665998 -0.270854 -3.062293
O 0.369919 -0.775841 -3.978680
O -2.088610 -0.497383 -3.504239
C -2.207954 -0.358590 -4.963649
C -3.823253 -0.255849 -5.358795
H -4.177747 -5.038486 -1.106484
H -3.051174 -4.248618 -2.468618
H -3.852033 -3.109651 -1.197271
H -1.792577 -5.409908 -0.200642
H -2.436684 -3.780469 0.688030
H -1.284854 -3.032138 -2.055432
H -0.027615 -4.232825 -1.330938
H -1.155516 -1.446868 0.041134
H 0.226374 -3.871776 1.599996
H -1.020468 -2.548352 2.095552
H 0.796079 -2.047548 2.076842
H 1.841697 -1.404334 0.275745
H 1.642084 -4.453550 0.047989
H 3.010863 -3.464808 0.971018
H 4.639101 -4.959546 -0.321801
H 3.290229 -5.982313 -0.725846
H 3.100884 0.813831 -1.100138
H 2.495243 0.084222 -2.728228
H 1.997734 1.831117 -2.235634
H -1.081184 0.413143 1.175428
H 3.682025 1.609524 1.863087
H 2.384219 0.256095 2.069559
H 2.137767 1.948081 2.974851
H 0.009774 2.611842 -1.832559
H -1.265291 1.933264 -3.032292
H -3.128721 2.360013 -1.665132
H -2.388157 1.606351 -0.097003
H -1.907280 4.570060 -1.504799
H -0.673304 3.934871 -0.156643
H -0.565622 4.599700 5.288348
H -2.365969 4.048849 5.212386
H 0.151056 2.196706 4.103780
H -0.307423 2.333103 6.010498
H -1.587607 1.573889 4.777319
H -1.975218 6.443878 2.738350
H -0.545265 6.328876 3.960933
H 0.505444 4.781631 1.567560
H -0.184600 6.508039 0.910908
H 1.108828 6.407113 2.309029
H 0.747481 -0.012201 -4.521927
H -1.773476 -1.333303 -5.447111
H -1.669562 0.631200 -5.281372
H -4.484203 -1.055136 -4.790661
H -4.280000 0.804360 -5.119413
H -3.983287 -0.420089 -6.527520
O -1.061515 -5.446886 2.710637
H -1.461037 -4.843286 3.354894
H -1.172446 -6.322592 3.110166
O -5.153962 -5.346932 -3.403194
H -5.425381 -4.428309 -3.256623
H -5.051861 -5.410318 -4.364623
O 6.447853 -5.987573 -1.276175
H 6.239858 -6.845973 -1.674804
H 5.860888 -5.368039 -1.734910
O -1.302034 8.114263 -1.477345
H -0.364813 7.868554 -1.461132
H -1.724261 7.465473 -0.894606
O 1.094852 3.309617 -3.742208
H 1.953739 3.718406 -3.557217
H 0.452763 3.991668 -3.494584
O 6.654891 -2.930613 -3.797469
H 5.768042 -3.192653 -3.507896
H 7.025606 -2.470768 -3.029418
O -5.444242 1.971420 -1.456666
H -6.331091 1.709380 -1.167093
H -5.073527 2.431265 -0.688615
O 6.931626 -5.214813 -6.324502
H 6.005800 -5.327592 -6.587462
H 6.877905 -4.799307 -5.450855
O 1.451389 2.168523 7.431871
H 2.388610 1.922814 7.448084
H 1.029162 1.519733 8.014611
O -4.010316 4.454120 -2.733748
H -4.570603 3.663699 -2.715572
H -4.641563 5.188981 -2.716568
O 5.947654 1.954315 1.309872
H 6.539217 2.665658 1.021667
H 6.025447 1.287607 0.611131
O -3.400939 0.870178 6.938206
H -2.446141 1.031901 6.903234
H -3.712541 1.115945 6.054298
O -1.270381 -8.266981 2.885299
H -0.388318 -8.585775 2.641669
H -1.840121 -9.041786 2.767558
O 2.028169 5.325734 5.855896
H 1.628647 5.929334 6.500153
H 1.917238 4.450028 6.255424

Forces on the atoms, in the same order (eV/Å):
C 0.696 0.938 0.244
C -1.002 0.390 -1.116
C -0.982 -0.690 0.021
C -0.474 -0.090 0.282
C -1.130 0.206 0.008
C -0.428 0.811 2.269
O 1.840 -0.711 1.404
C -2.145 -1.092 -0.611
Cl -0.740 1.191 0.731
I -0.337 -0.110 -0.046
C 0.973 -0.819 1.529
N -1.060 1.500 -0.254
C 2.123 0.383 0.636
C 1.094 -0.344 -0.938
B -0.835 1.522 1.684
O 0.778 0.882 -2.980
O -1.361 -3.791 0.097
C 0.975 -0.307 1.329
N 1.134 -0.399 -1.924
C -2.131 1.084 -0.667
C 0.031 0.595 -0.883
C 1.392 -0.849 -0.587
S 0.822 -0.444 0.665
C 1.082 -0.993 0.950
S 2.113 2.185 -0.813
N -4.056 0.319 0.134
C 0.819 -0.649 2.007
C -0.762 0.942 0.287
C 1.114 1.506 -1.603
C 0.695 0.420 0.886
B -1.577 -1.156 -1.094
O -1.211 2.599 0.724
O 3.251 1.252 -0.287
C -1.508 -0.510 -0.369
C -0.108 0.195 -0.296
H 1.557 1.750 -0.482
H -0.695 -0.207 2.405
H 0.740 -2.399 -0.297
H -0.416 2.371 0.161
H 1.086 -1.296 -1.898
H 1.308 -0.417 2.265
H -1.156 1.779 0.635
H 2.195 -1.535 -0.595
H -0.223 2.353 -0.129
H 2.260 -0.430 -1.193
H -1.458 -1.473 -1.290
H -1.370 -0.065 -1.971
H 1.995 1.227 -0.562
H -0.914 -1.078 -2.253
H -1.316 -0.606 0.335
H 0.705 1.202 0.547
H -2.238 -0.163 -1.217
H -0.996 1.284 2.056
H -0.050 -2.121 1.069
H 1.718 -0.107 0.466
H -2.506 -0.116 0.080
H 0.161 2.358 -0.044
H 0.792 -1.157 -2.041
H -1.376 -1.881 0.127
H 0.955 0.024 2.307
H 2.354 -0.169 1.605
H 0.688 1.504 -1.484
H 0.039 -1.416 2.304
H -2.498 -0.090 -0.727
H -1.527 -1.357 -1.808
H 2.054 -0.492 -1.442
H -1.854 0.129 1.751
H -0.718 -0.064 -2.613
H 2.036 1.560 -0.019
H 2.019 -1.616 0.525
H -1.087 -1.658 -1.527
H -0.938 2.321 0.370
H 0.571 -1.401 1.688
H -2.063 -1.058 -1.112
H -0.563 -1.517 1.247
H -0.627 2.141 0.645
H -0.935 -1.989 0.188
H 1.628 1.566 -1.087
H 1.088 -2.102 -0.308
H 0.533 0.278 2.505
O -0.180 0.099 0.580
H 0.195 -0.120 -0.290
H -0.078 -0.025 -0.277
O -0.264 0.223 -0.583
H 0.128 -0.302 0.030
H -0.063 -0.036 0.316
O -0.275 -0.074 -0.278
H 0.118 0.268 0.152
H 0.294 -0.163 -0.105
O 0.244 -0.383 0.200
H -0.317 0.138 -0.017
H 0.048 0.184 -0.135
O 0.181 0.556 0.011
H -0.212 -0.124 -0.153
H 0.132 -0.187 -0.180
O -0.101 -0.080 0.258
H 0.134 0.200 -0.049
H -0.096 -0.202 -0.287
O -0.297 0.175 0.271
H 0.278 0.063 -0.179
H 0.005 -0.090 -0.042
O -0.486 -0.026 0.197
H 0.372 0.046 0.039
H 0.155 0.081 -0.187
O 0.357 -0.258 0.306
H -0.277 0.073 -0.033
H 0.096 0.247 -0.169
O -0.409 0.171 -0.058
H 0.027 0.035 0.068
H 0.255 -0.212 -0.034
O 0.306 -0.007 -0.404
H -0.224 -0.199 0.151
H -0.065 0.192 0.236
O 0.261 0.108 -0.252
H -0.349 -0.034 -0.035
H 0.090 -0.015 0.227
O 0.214 -0.633 -0.098
H -0.244 0.178 0.081
H 0.089 0.367 0.077
O -0.259 -0.026 0.346
H 0.189 -0.192 -0.209
H -0.017 0.148 -0.095

Values from the calculation:
- Orbital gap: 0.2916 Ha
- LUMO energy: -0.491 eV
- Total charge: 0


(2)
This record from the OMol25 dataset describes 16 unconnected molecules or ions with the total composition C21H74N12O16. The level of theory is ωB97M-V with the def2-TZVPD basis set.

Cartesian coordinates (Å):
C -3.955114 3.455886 0.784870
C -2.641114 4.112886 0.501870
O -2.820114 5.490886 0.735870
H -4.326114 3.700886 1.803870
H -3.700114 2.395886 0.785870
H -4.807114 3.573886 0.030870
H -2.335114 4.073886 -0.579130
H -1.898114 3.650886 1.142870
H -2.200114 5.944886 0.154870
C 3.072886 -1.099114 -2.527130
C 1.748886 -1.356114 -3.241130
O 2.011886 -1.836114 -4.512130
H 2.898886 -0.649114 -1.618130
H 3.690886 -0.412114 -3.054130
H 3.609886 -1.977114 -2.280130
H 1.284886 -0.372114 -3.338130
H 1.090886 -2.126114 -2.745130
H 1.178886 -1.918114 -4.984130
C 2.468886 -4.760114 -1.438130
C 1.137886 -4.527114 -0.824130
O 0.680886 -5.543114 -0.046130
H 2.493886 -5.695114 -1.943130
H 3.251886 -4.810114 -0.707130
H 2.725886 -3.967114 -2.203130
H 0.379886 -4.265114 -1.502130
H 1.259886 -3.624114 -0.213130
H -0.058114 -5.882114 -0.550130
C -0.835114 1.178886 0.279870
C 0.161886 0.196886 -0.378130
O -0.121114 -1.095114 0.091870
H -0.892114 2.189886 -0.212130
H -0.501114 1.411886 1.282870
H -1.833114 0.756886 0.340870
H 1.173886 0.445886 -0.171130
H 0.145886 0.339886 -1.431130
H 0.678886 -1.343114 0.566870
C 0.410886 5.820886 1.620870
C 0.875886 4.863886 0.553870
O 0.828886 3.592886 1.149870
H 1.065886 5.943886 2.484870
H -0.573114 5.613886 2.029870
H 0.277886 6.730886 1.142870
H 1.895886 4.991886 0.269870
H 0.215886 4.929886 -0.246130
H 1.467886 3.052886 0.692870
C -1.523114 2.660886 3.942870
O -2.562114 2.422886 3.040870
N -1.632114 2.437886 5.235870
N -0.467114 3.293886 3.611870
H -2.572114 2.119886 5.704870
H -0.758114 1.934886 5.622870
H -0.434114 3.564886 2.685870
H 0.059886 3.981886 4.197870
C 3.154886 -2.323114 1.262870
O 1.891886 -1.795114 1.490870
N 3.471886 -3.551114 1.688870
N 4.098886 -1.591114 0.762870
H 2.772886 -4.161114 2.103870
H 4.347886 -4.027114 1.582870
H 4.042886 -0.519114 0.588870
H 4.851886 -2.080114 0.213870
C -2.658114 -3.303114 -1.157130
O -2.963114 -3.373114 0.204870
N -3.293114 -4.000114 -2.050130
N -1.627114 -2.702114 -1.557130
H -4.179114 -4.526114 -1.886130
H -3.058114 -3.977114 -3.039130
H -1.051114 -2.163114 -0.921130
H -1.503114 -2.600114 -2.605130
C 0.935886 -5.128114 3.492870
O 0.463886 -6.428114 3.504870
N 1.411886 -4.593114 4.558870
N 0.941886 -4.407114 2.415870
H 1.514886 -5.186114 5.413870
H 1.688886 -3.647114 4.758870
H 0.828886 -4.977114 1.548870
H 1.094886 -3.414114 2.401870
C 3.773886 1.608886 -0.495130
O 2.669886 2.426886 -0.318130
N 4.501886 1.515886 -1.586130
N 4.437886 1.202886 0.569870
H 4.107886 1.927886 -2.479130
H 5.287886 0.870886 -1.621130
H 4.165886 1.579886 1.499870
H 5.392886 0.776886 0.640870
C -2.769114 2.093886 -3.666130
O -2.175114 2.473886 -4.822130
N -2.267114 2.388886 -2.512130
N -3.927114 1.453886 -3.595130
H -1.303114 2.804886 -2.526130
H -2.699114 2.102886 -1.645130
H -4.312114 1.053886 -4.491130
H -4.331114 1.089886 -2.726130
C 0.793886 2.296886 -3.173130
O 0.467886 3.129886 -2.060130
H 1.181886 2.981886 -4.003130
H 0.067886 1.571886 -3.438130
H 1.682886 1.716886 -2.953130
H 1.270886 3.136886 -1.488130
C 1.611886 0.684886 3.074870
O 1.797886 1.709886 4.021870
H 2.472886 -0.015114 3.122870
H 1.498886 1.195886 2.141870
H 0.677886 0.185886 3.210870
H 1.173886 2.431886 3.901870
C -4.046114 -0.371114 -0.548130
O -4.654114 0.808886 -1.055130
H -4.615114 -1.277114 -0.677130
H -3.840114 -0.203114 0.539870
H -3.003114 -0.500114 -0.914130
H -5.195114 1.190886 -0.325130
C -1.497114 -0.947114 -4.273130
O -1.328114 -2.359114 -4.208130
H -1.480114 -0.579114 -3.216130
H -2.494114 -0.696114 -4.650130
H -0.625114 -0.512114 -4.728130
H -0.987114 -2.652114 -5.071130
C -1.368114 -1.758114 3.108870
O -1.725114 -1.030114 4.241870
H -2.021114 -2.615114 2.924870
H -0.361114 -2.176114 3.295870
H -1.334114 -1.060114 2.262870
H -2.660114 -0.809114 4.180870

Forces on the atoms, in the same order (eV/Å):
C -1.311 -1.094 -0.383
C -0.577 0.600 -1.587
O 0.498 1.236 0.317
H 0.375 -0.074 -0.730
H -0.339 -0.265 0.282
H 1.339 0.381 0.782
H -0.222 -0.759 0.870
H 0.205 0.126 0.041
H -0.166 0.205 0.241
C -0.948 -0.832 -1.153
C -0.103 -0.099 1.003
O 0.590 -0.549 -1.600
H -0.829 1.064 2.196
H 0.442 0.283 -0.916
H 0.640 -1.120 -0.183
H -0.536 -0.195 0.376
H 0.532 1.148 0.239
H 0.091 -0.036 -0.021
C 0.649 0.723 -1.562
C 1.304 2.775 0.317
O -0.549 -2.005 0.527
H -0.002 -0.922 -0.660
H 0.414 0.134 0.529
H -0.314 -0.751 0.876
H -0.762 0.439 -1.400
H -0.282 0.075 0.205
H -0.398 -0.662 0.635
C 0.704 1.113 -0.536
C -1.544 1.259 0.932
O -0.206 0.097 -0.912
H 0.195 -1.235 0.229
H -0.186 -0.183 0.344
H 0.031 -0.161 -0.045
H 0.992 0.399 0.751
H -0.620 -0.575 -1.394
H 0.336 -0.687 0.465
C 0.194 -0.408 0.628
C 0.242 -0.383 2.850
O -0.525 -0.420 0.399
H 0.351 -0.098 -0.254
H -0.248 -0.531 -0.227
H -0.055 2.266 -0.635
H 0.739 0.847 -0.556
H -1.075 0.041 -1.860
H 0.348 -0.762 -0.059
C -9.081 -1.578 -3.985
O 5.337 0.854 4.513
N -0.555 -2.945 4.889
N 4.174 2.745 0.162
H 2.680 0.572 -1.940
H -2.062 1.241 -0.477
H 0.404 0.283 -2.464
H -1.226 -1.219 -0.209
C -6.398 0.853 2.548
O 5.796 -2.584 -0.535
N -0.225 -0.740 0.109
N 3.433 2.613 -2.978
H -0.402 0.356 -0.275
H 0.483 0.631 -0.265
H -0.704 -2.807 0.589
H -1.073 0.733 1.148
C -2.625 -1.768 9.696
O 0.782 0.413 -6.185
N -3.906 -2.920 -2.886
N 3.689 2.735 -3.398
H 1.464 1.026 0.462
H 0.205 0.283 0.522
H 0.033 0.154 0.349
H 0.188 -0.351 2.102
C -3.445 -7.950 -0.478
O 2.565 5.880 -0.085
N 1.859 0.179 6.079
N -0.242 -0.285 -3.058
H -0.570 0.604 -1.500
H -0.162 0.209 -0.841
H -0.623 0.945 0.659
H -0.165 0.367 -0.184
C -3.535 6.253 1.117
O 5.147 -4.433 -1.732
N -0.956 0.545 -3.592
N 1.198 -1.108 4.541
H 0.792 -1.040 1.599
H -0.420 0.462 -0.239
H -0.280 -0.474 -1.156
H -1.293 0.961 -0.887
C 1.634 1.574 -6.051
O -2.328 -1.974 4.529
N 3.256 1.441 2.119
N -2.450 -2.087 -2.624
H -1.804 -0.417 0.594
H 0.094 0.034 -0.114
H 0.742 1.016 1.559
H 0.347 0.473 -0.328
C 2.782 2.056 -0.594
O 0.628 -0.417 0.080
H -1.244 -1.098 0.500
H -1.179 -0.026 -0.459
H 0.377 -0.368 0.458
H -0.788 -0.136 -0.348
C 0.383 0.655 0.144
O 1.084 0.034 1.428
H -0.689 0.512 -0.123
H 0.431 -0.233 -1.259
H -0.578 -0.858 0.367
H -0.167 -0.437 -0.489
C 1.679 0.307 1.848
O -0.776 0.245 0.792
H -0.287 -0.190 -0.175
H -0.433 -0.491 -0.619
H -0.900 0.120 -0.452
H 0.605 -0.307 -1.023
C -0.475 0.422 1.794
O 0.421 -0.522 -1.356
H -0.070 -0.269 -0.701
H 0.586 0.227 -0.463
H -0.131 0.577 -0.738
H -0.401 -0.090 0.543
C 0.680 -0.316 -0.684
O -0.452 0.449 1.420
H -0.079 0.165 -0.235
H -0.387 0.370 -0.161
H 0.058 -0.628 -0.216
H 0.138 0.085 -0.057

Values from the calculation:
- Energy relative to the best compared isomer or geometry (same formula, charge and spin): 0.581 eV
- Orbital gap: 0.2740 Ha
- LUMO energy: -0.874 eV
- Total charge: 0


Q: Which value of LUMO energy does entry 1 give?
A: -0.491 eV


Q: What is the formula in the first record?
A: C21H73B2ClIN3O19S2


Q: The highest LUMO energy belongs to which entry?
A: C21H73B2ClIN3O19S2